Molecular formula: C18H36FNO15P
Method: DFT, ωB97M-V/def2-TZVPD

Kohn-Sham gap   6.85 eV
Charge   -1
HOMO energy   -4.69 eV
Lowest unoccupied orbital energy   2.2 eV
Strongest force on any atom   1.7 eV Å⁻¹

CARTESIAN COORDINATES (ANGSTROEM)
O1 2.32708 -5.21672 3.63433
P1 2.27222 -4.99817 2.17312
C1 0.69516 -5.51855 1.37253
N1 0.61773 -6.96082 1.51408
F1 0.04393 -7.34090 2.71868
C2 -0.53289 -4.68983 1.86636
O2 -0.89310 -4.70180 3.04887
O3 -1.06105 -4.01846 0.94759
H1 2.58951 -3.67092 1.78889
H2 3.29926 -5.79661 1.59680
H3 0.79780 -5.29103 0.31321
H4 0.12858 -7.38605 0.74013
C3 0.34412 -0.60138 1.73756
C4 -0.31404 -0.43533 0.39118
O4 0.36803 0.55659 -0.41778
C5 1.49774 0.15567 -0.97984
O5 1.99586 -0.93250 -0.89769
O6 2.01292 1.19272 -1.66285
C6 3.28610 0.92527 -2.24774
H5 0.43252 0.36160 2.24684
H6 -0.23399 -1.28275 2.36110
H7 1.35106 -1.00544 1.63502
H8 -1.33002 -0.06639 0.52060
H9 -0.37748 -1.38400 -0.14120
H10 3.25843 0.02624 -2.86042
H11 4.04287 0.82671 -1.47050
H12 3.53127 1.77693 -2.87727
C7 -3.03835 6.64320 -2.00694
C8 -3.99808 5.53476 -2.38674
O7 -3.33250 4.47195 -3.07594
C9 -2.62633 3.64380 -2.29857
O8 -2.52819 3.71721 -1.10239
O9 -2.04950 2.73949 -3.07826
C10 -1.18348 1.82636 -2.38300
H13 -2.49401 6.99296 -2.88545
H14 -3.57820 7.48223 -1.56687
H15 -2.30145 6.29265 -1.28564
H16 -4.74621 5.91569 -3.08036
H17 -4.52655 5.14719 -1.51578
H18 -1.69795 1.35010 -1.55585
H19 -0.29850 2.34663 -2.03183
H20 -0.88534 1.06338 -3.09786
C11 2.67863 2.57426 7.60692
C12 1.53603 3.56765 7.62521
O10 1.45693 4.30707 6.39954
C13 0.91633 3.64575 5.37411
O11 0.48994 2.52464 5.40345
O12 0.94037 4.44455 4.30806
C14 0.46723 3.82601 3.10713
H21 3.61588 3.07671 7.36269
H22 2.77865 2.08945 8.57808
H23 2.51661 1.80384 6.85457
H24 1.70109 4.30737 8.40720
H25 0.58432 3.07876 7.83260
H26 -0.51987 3.39195 3.24692
H27 1.17099 3.06426 2.77523
H28 0.40367 4.60160 2.34935
C15 0.71642 -2.03423 -3.47179
C16 0.53624 -2.08149 -4.97480
O13 0.10953 -3.37907 -5.41539
C17 -1.17940 -3.64608 -5.21754
O14 -1.99314 -2.90298 -4.74088
O15 -1.41326 -4.89189 -5.63510
C18 -2.74767 -5.34119 -5.39527
H29 1.38855 -2.82513 -3.14015
H30 1.12530 -1.07575 -3.16822
H31 -0.23268 -2.18141 -2.95683
H32 1.49045 -1.89853 -5.46743
H33 -0.16107 -1.31801 -5.32183
H34 -3.47630 -4.64511 -5.80536
H35 -2.91209 -5.47353 -4.32708
H36 -2.85263 -6.30116 -5.89354

Forces on atoms 1 to 2 (eV/Å):
0.1776 0.2743 0.3627
-0.1310 -0.7618 1.0252

Molecular formula: C18H36MgNO21
Method: DFT, ωB97M-V/def2-TZVPD

Kohn-Sham gap (spin up / spin down)   7.03 / 2.94 eV
Charge   +2
HOMO energy (spin up / spin down)   -14.23 / -14.22 eV
Lowest unoccupied orbital energy (spin up / spin down)   -7.2 / -11.3 eV
Spin multiplicity   2
Expectation value of S²   0.757
Strongest force on any atom   4.1 eV Å⁻¹

CARTESIAN COORDINATES (ANGSTROEM)
Mg1 -27.77446 -4.73656 24.65952
N1 -24.98145 -5.59034 25.85261
O1 -24.21116 -6.42828 25.41825
O2 -24.88238 -5.18445 27.03807
O3 -25.78030 -5.08615 25.04491
C1 -29.89463 -1.74326 26.31477
O4 -28.60505 -1.25681 26.45992
C2 -27.49608 -2.03354 26.17976
O5 -27.54504 -3.16964 25.76181
O6 -26.40358 -1.28927 26.25958
C3 -25.07493 -1.79039 26.07430
H1 -30.56460 -1.07658 26.85772
H2 -30.03158 -2.73191 26.75286
H3 -30.07615 -1.90962 25.25295
H4 -24.55454 -1.08347 25.42811
H5 -25.17664 -2.73560 25.54106
H6 -24.46707 -1.80979 26.97886
C4 -28.87123 -1.73480 22.56375
O7 -27.56833 -1.63628 22.04752
C5 -26.80343 -2.71493 22.22227
O8 -26.97858 -3.65015 23.02114
O9 -25.75033 -2.51945 21.44642
C6 -24.51918 -3.16493 21.68607
H7 -28.97455 -1.42755 23.60443
H8 -29.39110 -2.66115 22.31940
H9 -29.46953 -0.90041 22.19778
H10 -23.74817 -2.71372 21.06153
H11 -24.65273 -4.23033 21.49850
H12 -24.00467 -3.02511 22.63678
C7 -23.30816 -12.79529 29.60144
O10 -22.70838 -11.60996 29.15599
C8 -23.50070 -10.46714 29.03506
O11 -24.72296 -10.41577 29.12185
O12 -22.82235 -9.36285 28.67682
C9 -23.49216 -8.10743 28.36064
H13 -22.85224 -13.64024 29.08539
H14 -24.34947 -12.82850 29.28104
H15 -23.17223 -12.87019 30.68033
H16 -24.56981 -8.12628 28.19813
H17 -23.06419 -7.66753 27.45985
H18 -23.29955 -7.65047 29.33131
C10 -29.15340 -6.08067 21.16750
O13 -28.10012 -7.02634 21.32363
C11 -27.52416 -7.25478 22.46455
O14 -27.61221 -6.47539 23.46513
O15 -26.68949 -8.23612 22.40029
C12 -25.61757 -8.23939 23.26379
H19 -30.07792 -6.53247 21.52699
H20 -29.20845 -5.84157 20.10547
H21 -28.94511 -5.18258 21.74901
H22 -24.86879 -7.45010 23.19714
H23 -25.11953 -9.20768 23.21409
H24 -25.97449 -8.29309 24.29230
C13 -30.19239 -7.58146 25.42123
O16 -30.06886 -6.99868 26.72093
C14 -29.07364 -6.17163 26.97050
O17 -28.20378 -5.88424 26.19180
O18 -29.12875 -5.70517 28.24177
C15 -28.34213 -4.62786 28.73832
H25 -29.34110 -7.76316 24.76519
H26 -30.94262 -7.01166 24.87298
H27 -30.63730 -8.57491 25.47803
H28 -28.68550 -3.60695 28.57120
H29 -27.35159 -4.59826 28.28438
H30 -28.23518 -4.64179 29.82297
C16 -18.17031 -2.88263 22.08868
O19 -18.81954 -3.71554 23.05658
C17 -20.09089 -3.50321 23.40821
O20 -20.82133 -2.62282 22.95111
O21 -20.44862 -4.52111 24.16642
C18 -21.67283 -4.51055 24.80489
H31 -17.08272 -2.88706 22.16089
H32 -18.39354 -1.83600 22.29566
H33 -18.39367 -3.02715 21.03165
H34 -21.94139 -5.41780 25.34606
H35 -22.43796 -4.40435 24.03587
H36 -21.61018 -3.68128 25.50952

Forces on atoms 1 to 2 (eV/Å):
0.7992 -0.6870 -1.1394
-0.4626 1.4725 0.2235

Question: Which of these has the highest strongest force on any atom?
Answer: C18H36MgNO21

Question: Among the records above, which one has the lowest charge?
Answer: C18H36FNO15P

Question: Among the records above, which one has the lowest charge?
Answer: C18H36FNO15P